1.
The following is a quantum chemistry calculation of C20H25CrN2S6Si as an isolated structure, from the OMol25 dataset.

Geometry as XYZ:
```
55
Properties=species:S:1:pos:R:3:forces:R:3:mulliken_spin:R:1
Cr 0.4840 -0.7292 -0.3062 0.557 0.006 0.280 4.080
S 5.8007 0.5932 4.6014 0.017 0.029 0.012 -0.001
C 4.6196 0.1866 3.5108 -0.019 -0.053 -0.008 -0.001
S 4.8971 -0.0278 1.8312 0.118 0.006 -0.128 0.002
C 3.2712 -0.4322 1.3470 -0.106 -0.032 -0.020 0.009
C 2.3454 -0.4612 2.3300 0.000 0.004 -0.021 -0.002
S 0.6544 -0.8167 2.1449 0.046 0.009 0.013 -0.003
S 2.9742 -0.0802 3.9204 -0.131 -0.003 0.115 0.003
S 2.9321 -0.8285 -0.3270 -0.001 0.084 -0.057 -0.014
C -4.3584 3.0736 0.2331 0.077 0.088 0.046 0.000
Si -4.9491 1.3203 0.0529 -0.028 -0.076 -0.018 -0.002
C -5.9525 1.2023 -1.5273 -0.072 0.004 -0.072 0.000
C -6.1053 0.9799 1.4961 -0.023 -0.035 0.044 0.000
C -3.7029 -0.0888 0.0104 0.192 0.175 0.001 -0.009
C -4.2371 -1.3607 0.0753 -0.017 -0.102 0.018 0.014
C -3.4355 -2.5027 0.0302 -0.043 0.039 -0.007 0.002
C -2.0835 -2.3070 -0.0937 0.052 0.001 -0.046 0.039
N -1.5259 -1.0953 -0.1758 -0.584 0.022 0.125 -0.135
C -2.2862 0.0317 -0.1175 -0.075 -0.167 -0.018 0.072
S -1.4430 1.5273 -0.1893 0.003 -0.072 0.020 0.035
H -5.2404 3.7222 0.2615 0.006 0.023 0.018 -0.001
H -3.7128 3.3710 -0.5913 -0.027 0.002 0.004 0.001
H -3.7888 3.2047 1.1538 -0.001 0.024 -0.017 0.001
H -6.7643 1.9352 -1.5218 0.000 -0.015 -0.028 0.000
H -6.3917 0.2085 -1.6426 -0.005 0.007 -0.013 0.000
H -5.3266 1.3929 -2.4021 0.006 0.000 0.011 0.000
H -6.8982 1.7312 1.5424 0.009 -0.002 -0.002 0.000
H -5.5518 1.0126 2.4376 -0.015 0.003 0.000 0.000
H -6.5784 -0.0015 1.4239 -0.013 0.008 0.015 0.000
H -5.3122 -1.4854 0.1692 0.000 -0.002 -0.003 0.002
H -3.8478 -3.4994 0.0933 -0.006 0.002 -0.002 0.000
H -1.3955 -3.1447 -0.1323 0.013 0.011 0.016 0.008
C 2.4510 2.8683 -1.2476 -0.013 -0.023 0.027 0.023
N 2.2372 1.6539 -2.0597 -0.037 0.121 -0.040 -0.002
C 3.3624 1.3869 -2.9782 -0.021 0.061 0.027 0.002
C 0.9092 1.6673 -2.7555 -0.001 0.064 0.000 0.015
C 0.5734 0.3201 -3.3260 -0.032 -0.043 -0.047 0.030
C 0.4017 0.2111 -4.7056 0.012 -0.008 0.028 -0.005
C 0.0484 -1.0012 -5.2766 -0.007 -0.014 0.042 0.022
C -0.1151 -2.1009 -4.4453 0.028 0.029 0.025 -0.006
C 0.0685 -1.9709 -3.0729 0.055 -0.020 0.036 -0.073
C 0.4060 -0.7625 -2.4389 0.012 -0.008 -0.331 -0.092
H 3.3256 2.7178 -0.6173 0.017 0.000 -0.015 0.002
H 1.5744 3.0207 -0.6217 -0.005 -0.018 0.021 -0.002
H 2.5988 3.7233 -1.9056 -0.010 0.010 -0.010 0.001
H 2.2401 0.8461 -1.3775 0.056 -0.124 -0.001 -0.015
H 3.4233 2.1958 -3.7060 0.000 0.012 0.001 0.001
H 3.1795 0.4418 -3.4820 -0.005 -0.007 0.008 -0.001
H 4.2768 1.3222 -2.3936 0.004 -0.028 -0.009 0.002
H 0.9501 2.4563 -3.5108 0.034 -0.026 -0.038 0.000
H 0.1725 1.9227 -1.9928 0.004 0.039 -0.009 -0.003
H 0.5316 1.0860 -5.3371 0.006 0.005 0.008 -0.001
H -0.0994 -1.0845 -6.3463 0.008 -0.007 -0.005 0.003
H -0.3881 -3.0621 -4.8668 -0.001 -0.005 -0.001 -0.001
H -0.0641 -2.8646 -2.4676 -0.033 -0.002 0.007 0.000
```
Forces are in eV/Å.

* relative energy (zero: lowest compared OMol25 entry of this formula, charge and spin): 1.00 kcal/mol
* Kohn-Sham gap (spin up / spin down): 6.11 / 6.38 eV
* <S²>: 6.027
* total energy: -4609.86917 a.u.
* multiplicity: 5
* maximum force: 0.62 eV Å⁻¹
* total charge: -1

2.
The following is a quantum chemistry calculation of C28H26Cl2FN6O7PSW as an isolated structure, from the OMol25 dataset.

Geometry as XYZ:
```
73
Properties=species:S:1:pos:R:3:forces:R:3:mulliken_charge:R:1
W -0.5597 0.3613 -0.9800 -0.162 0.640 0.183 0.869
C -1.9992 5.1586 -0.9102 0.034 0.076 -0.039 -1.017
N -0.7841 4.6171 -0.3258 -0.018 0.036 0.002 0.241
C -0.2521 5.0175 0.8887 -0.011 -0.070 0.030 -0.368
C 0.8246 4.2433 1.1268 -0.024 -0.008 0.059 -0.669
N 0.9375 3.3909 0.0524 0.105 -0.048 -0.110 0.264
C -0.0461 3.6128 -0.8414 -0.107 -0.020 -0.021 0.229
S -0.3118 2.7855 -2.3138 -0.119 -0.319 -0.097 -0.443
H -1.9180 6.2416 -0.9820 0.019 0.007 -0.005 0.377
H -2.8549 4.8902 -0.2922 0.029 0.041 -0.007 0.328
H -2.1203 4.7292 -1.9006 0.001 -0.002 0.029 0.316
H -0.6985 5.8026 1.4713 0.007 0.008 -0.004 0.494
H 1.5031 4.2161 1.9593 0.005 0.007 -0.006 0.438
H 1.6215 2.6576 -0.0891 -0.041 -0.008 0.011 0.095
N 3.2137 -7.3292 4.3617 0.003 -0.005 0.002 -0.513
C 2.7823 -6.4431 3.7699 -0.008 0.018 -0.007 -0.065
C 2.2397 -5.3382 3.0287 0.008 -0.023 0.018 0.511
C 2.6276 -5.1277 1.7074 -0.006 0.006 -0.009 -0.752
C 2.0998 -4.0688 0.9951 0.004 0.000 -0.001 -0.184
C 1.1773 -3.1955 1.5856 -0.019 0.005 0.022 0.236
C 0.7966 -3.4183 2.9154 0.011 -0.011 -0.001 -0.593
C 1.3210 -4.4773 3.6285 -0.003 0.011 -0.007 -0.654
C 0.6320 -2.1060 0.8492 0.146 0.094 -0.012 -0.244
C 0.1700 -1.1636 0.2268 -0.275 -0.261 -0.046 -0.094
H 3.3396 -5.7983 1.2457 0.000 0.000 0.000 0.433
H 2.3933 -3.9111 -0.0351 -0.001 -0.001 0.003 0.509
H 0.0858 -2.7470 3.3774 -0.002 0.001 -0.002 0.529
H 1.0246 -4.6444 4.6552 0.001 -0.002 0.001 0.445
F 4.9443 -0.6767 1.9822 -0.008 -0.002 0.010 -0.302
C 4.9947 -0.1303 0.7662 0.027 0.023 -0.018 0.317
C 4.1701 -0.5195 -0.2054 -0.003 -0.035 -0.009 -0.186
N 4.2237 0.0283 -1.4751 -0.036 0.065 0.042 0.171
C 3.1910 -0.3096 -2.4315 0.047 -0.028 -0.006 -1.352
C 1.8294 0.1550 -1.9822 -0.131 -0.057 0.042 1.286
O 0.8008 -0.2026 -2.6284 0.239 -0.184 -0.039 -0.851
O 1.6905 0.8112 -0.9188 -0.019 0.225 -0.070 -0.505
C 5.0857 1.0662 -1.7821 0.027 -0.045 0.004 0.511
O 5.1059 1.6202 -2.8587 -0.007 0.013 -0.010 -0.632
N 5.9410 1.4137 -0.7546 -0.023 0.027 -0.009 -0.061
C 5.9770 0.9284 0.5524 -0.014 -0.030 0.019 0.135
O 6.7415 1.3698 1.3749 0.014 -0.004 -0.008 -0.606
H 3.4131 -1.2746 -0.0328 -0.011 0.017 0.003 0.615
H 3.1427 -1.3914 -2.5698 -0.004 0.001 -0.021 0.298
H 3.4366 0.1455 -3.3891 0.007 0.020 0.013 0.409
H 6.5837 2.1636 -0.9676 0.001 -0.004 -0.003 0.231
Cl -1.2045 1.3120 2.8767 -0.015 0.019 -0.008 -0.153
C -2.5817 2.0085 2.0970 0.028 -0.010 0.089 0.647
C -3.5191 2.6841 2.8565 -0.001 -0.013 0.021 -0.657
C -4.6247 3.2471 2.2391 -0.022 0.024 0.036 -0.432
C -4.7825 3.1491 0.8664 0.004 -0.003 -0.036 -0.518
C -3.8320 2.4838 0.1118 0.015 -0.062 0.013 0.624
Cl -4.0205 2.4407 -1.6082 -0.037 -0.062 0.067 -0.113
C -2.7125 1.8782 0.7070 0.063 0.094 -0.280 -0.772
N -1.7666 1.2060 -0.0157 0.237 -0.434 0.354 0.158
H -3.3795 2.7562 3.9260 0.001 0.002 -0.001 0.466
H -5.3655 3.7673 2.8309 -0.001 0.000 -0.001 0.401
H -5.6326 3.5917 0.3665 -0.014 0.002 0.014 0.469
C -3.9539 -0.7124 -3.3484 0.079 0.093 -0.005 -0.714
O -3.7107 -0.8261 -1.9479 -0.164 -0.182 0.028 -0.322
P -2.2866 -1.2483 -1.3509 0.107 0.262 -0.158 0.148
O -2.0073 -2.5399 -2.2627 0.065 0.060 -0.098 -0.342
C -0.7115 -3.1293 -2.4249 0.005 -0.044 0.071 -0.297
O -2.7744 -1.8150 0.0564 -0.019 0.074 -0.014 -0.094
C -3.8909 -2.7057 0.1478 -0.023 -0.013 0.013 -0.814
H -4.7172 -1.4385 -3.6234 0.014 -0.009 -0.011 0.257
H -3.0524 -0.9029 -3.9299 0.005 0.026 -0.010 0.334
H -4.3135 0.2940 -3.5519 0.002 0.014 -0.010 0.183
H -0.5524 -3.8795 -1.6507 0.011 0.008 0.011 0.213
H 0.0750 -2.3795 -2.3735 -0.021 -0.015 -0.015 -0.008
H -0.7015 -3.5990 -3.4059 -0.014 -0.012 0.010 0.332
H -4.8214 -2.1607 -0.0027 0.001 0.000 -0.005 0.231
H -3.8653 -3.1289 1.1486 0.004 0.004 0.000 0.242
H -3.8112 -3.5057 -0.5887 0.003 0.005 -0.004 0.335
```
Forces are in eV/Å.

* relative energy (zero: lowest compared OMol25 entry of this formula, charge and spin): 10.98 kcal/mol
* Kohn-Sham gap: 6.57 eV
* total energy: -3764.81079 a.u.
* maximum force: 0.68 eV Å⁻¹
* total charge: 0

3.
The following is a quantum chemistry calculation of one molecule with the formula C3HClF2OS, from the OMol25 dataset.

Geometry as XYZ:
```
9
Properties=species:S:1:pos:R:3:forces:R:3:mulliken_charge:R:1
O -1.3147 1.7131 0.0056 0.044 -0.969 -0.052 -0.521
C -1.2692 0.4997 -0.0044 -0.207 0.876 0.123 0.494
S -2.7777 -0.4345 -0.0014 0.216 -0.469 -0.027 -0.204
C 0.0067 -0.2462 0.0047 0.741 0.520 -0.063 0.208
F -0.0403 -1.5853 0.0021 0.004 -0.082 0.012 -0.280
C 1.2163 0.3468 0.0018 -0.483 -0.665 -0.010 0.431
F 1.3713 1.6430 -0.0040 0.064 0.135 0.009 -0.174
Cl 2.6758 -0.5408 -0.0005 -0.167 0.139 0.007 -0.117
H -2.2281 -1.6786 -0.0085 -0.213 0.515 0.001 0.163
```
Forces are in eV/Å.

* relative energy (zero: lowest compared OMol25 entry of this formula, charge and spin): 7.21 kcal/mol
* Kohn-Sham gap: 9.92 eV
* total energy: -1248.23114 a.u.
* maximum force: 0.97 eV Å⁻¹
* total charge: 0

4.
The following is a quantum chemistry calculation of a 6-piece molecular cluster, C23H51Br10FN6O5P2 overall in a non-equilibrium geometry, from the OMol25 dataset.

Geometry as XYZ:
```
98
Properties=species:S:1:pos:R:3:forces:R:3:mulliken_charge:R:1
C 4.8756 -1.5161 0.3759 -0.021 0.035 -0.019 -0.138
C 6.1334 -0.6751 0.2557 0.020 -0.014 -0.087 0.168
O 7.2939 -1.4141 0.6622 0.051 0.205 0.092 -0.602
C 6.0756 0.6522 1.0256 0.139 0.099 -0.061 -0.904
N 4.8075 1.3645 0.8651 0.304 0.293 0.206 -0.089
C 4.7401 2.1686 -0.3509 -0.131 -0.161 -0.141 -0.748
C 3.3142 2.6106 -0.6548 0.031 0.340 0.101 -0.865
O 2.4638 1.4636 -0.7070 0.059 -0.063 -0.336 -0.044
C 1.1195 1.7067 -0.8571 -0.003 -0.099 0.178 0.070
O 0.8155 2.4941 -1.9614 0.202 -0.291 -0.179 -0.623
O 0.6807 2.4678 0.2717 0.260 0.017 -0.451 -0.562
C 0.3581 1.5231 1.2172 -0.730 -0.160 -2.331 -0.981
O 0.8539 1.4945 2.2633 0.926 -0.061 2.917 -0.549
C -0.5793 0.5626 0.5160 -0.252 0.044 -0.398 1.484
C -0.9821 -0.6962 1.2882 0.303 -0.023 0.199 -2.154
C -1.9536 -0.6107 2.4961 -0.023 0.026 -0.376 0.809
N -1.6706 0.5688 3.3135 0.160 -0.497 0.596 -0.303
N -3.3572 -0.4957 2.1099 0.062 0.131 0.232 -0.606
N -1.8065 -1.9139 3.1511 0.015 0.077 0.057 -0.570
P -2.0385 1.6991 0.1520 -0.026 -0.234 0.187 -0.170
N -2.6188 2.5505 1.3162 0.179 0.108 -0.288 -0.610
C 0.3254 0.3114 -0.7821 0.103 0.198 -0.038 2.456
P -0.6999 0.0041 -2.2944 0.093 -0.017 -0.108 0.680
N 0.0104 -0.4530 -3.6085 0.008 0.177 0.223 -0.856
C 1.3196 -0.9016 -0.6301 -0.134 0.090 0.161 -0.674
C 0.7251 -2.3145 -0.6416 0.162 -0.029 0.605 -1.367
F 2.2339 -0.8527 -1.6804 -0.172 0.115 0.074 -0.453
H 4.6532 -1.7571 1.4222 0.032 0.161 -0.213 -0.244
H 5.0054 -2.4506 -0.1857 -0.019 0.177 0.119 0.427
H 4.0311 -0.9669 -0.0487 0.095 -0.129 0.091 -0.201
H 6.2943 -0.4460 -0.8091 0.044 -0.141 0.220 0.244
H 7.4160 -1.3089 1.6179 -0.184 -0.055 -0.244 0.378
H 6.9403 1.2642 0.7029 -0.114 -0.132 0.120 0.222
H 6.2187 0.4468 2.0972 -0.140 -0.045 -0.198 0.419
H 4.7039 1.9893 1.6606 -0.185 -0.180 -0.091 0.239
H 5.1357 1.5779 -1.1893 -0.183 0.077 0.184 0.388
H 5.3542 3.0866 -0.2853 -0.061 -0.174 -0.098 0.444
H 2.9460 3.2996 0.1184 0.093 -0.164 -0.103 0.356
H 3.2933 3.1436 -1.6163 0.018 -0.096 0.193 0.262
H 1.3124 2.1255 -2.7142 -0.222 0.044 0.196 0.558
H -1.4306 -1.4310 0.6120 0.121 0.136 0.068 0.198
H -0.0446 -1.1388 1.6499 -0.189 -0.008 0.006 0.538
H -0.7015 0.5579 3.6311 -0.176 0.048 -0.143 0.130
H -2.2495 0.5029 4.1538 0.075 0.182 -0.193 0.120
H -3.5515 -0.7807 1.1577 0.095 -0.159 0.170 0.272
H -3.6824 0.4576 2.2343 0.167 -0.061 -0.187 0.309
H -0.8679 -2.0366 3.5215 -0.123 0.060 0.032 0.254
H -2.4770 -1.9834 3.9120 0.057 -0.023 -0.152 0.352
H -2.9464 0.8109 -0.4567 0.129 -0.033 -0.107 0.181
H -1.6108 2.4476 -0.9451 0.094 0.048 0.053 0.332
H -2.1585 2.3522 2.2025 -0.090 -0.096 -0.035 -0.023
H -1.4915 1.1508 -2.4041 -0.097 -0.049 0.067 -0.164
H -1.5892 -0.9266 -1.7294 -0.143 -0.013 -0.010 0.108
H -0.2198 0.1955 -4.3519 0.290 -0.127 -0.156 0.132
H 1.8831 -0.7393 0.2973 0.047 0.005 -0.170 0.955
H 0.7623 -2.7321 0.3720 -0.103 0.038 -0.208 0.141
H 1.3569 -2.9582 -1.2581 -0.190 0.252 -0.030 0.348
H -0.3104 -2.3807 -0.9725 0.224 -0.067 -0.183 -0.001
Br 5.7950 -1.8337 4.1784 0.017 0.059 0.128 -0.139
C 5.5977 -3.7659 4.1855 -0.008 0.004 -0.093 -0.549
C 5.0854 -4.2716 2.8604 -0.016 -0.007 -0.004 -0.589
Br 3.1987 -3.8822 2.6108 -0.049 -0.068 0.044 -0.109
H 4.9268 -4.0050 5.0046 0.014 -0.015 -0.001 0.380
H 6.5869 -4.1698 4.3879 0.004 0.009 -0.023 0.370
H 5.1782 -5.3540 2.8103 -0.016 0.002 0.011 0.410
H 5.6085 -3.8171 2.0228 0.016 -0.027 -0.002 0.325
Br -3.8936 2.5202 -2.6403 -0.325 0.080 -0.293 0.018
C -5.6597 2.9450 -1.9432 -0.018 -0.005 0.120 -0.586
C -5.6706 2.9922 -0.4353 0.027 -0.026 -0.002 -0.689
Br -5.5802 1.2146 0.3440 -0.419 0.082 -0.100 -0.077
H -6.3339 2.1850 -2.3259 -0.004 0.025 -0.035 0.400
H -5.9189 3.9157 -2.3593 0.017 0.015 0.030 0.398
H -6.6023 3.4256 -0.0791 -0.024 -0.012 -0.030 0.442
H -4.8272 3.5483 -0.0357 0.065 -0.031 0.084 0.339
Br -1.8655 -4.9480 -0.7894 0.023 -0.007 -0.048 -0.130
C -1.7317 -5.8041 -2.5326 -0.033 0.017 0.024 -0.614
C -0.3772 -6.4202 -2.7742 0.040 0.040 0.007 -0.584
Br 0.9746 -5.0848 -3.1742 -0.037 -0.056 0.002 -0.102
H -1.9662 -5.0443 -3.2718 -0.013 -0.011 -0.001 0.385
H -2.5014 -6.5725 -2.5372 0.016 -0.012 -0.005 0.349
H -0.4148 -7.0728 -3.6434 -0.030 0.005 0.000 0.351
H -0.0265 -6.9797 -1.9124 -0.005 -0.013 -0.011 0.367
Br -2.2424 0.9979 -5.5929 -0.109 -0.038 -0.146 -0.071
C -3.6088 2.0328 -6.5037 0.032 0.061 0.057 -0.610
C -4.8403 1.2097 -6.7758 -0.018 -0.030 -0.025 -0.579
Br -4.5760 -0.0587 -8.2219 0.011 -0.005 0.025 -0.143
H -3.1596 2.4146 -7.4153 -0.018 0.009 0.000 0.417
H -3.8512 2.8573 -5.8359 -0.005 -0.017 0.016 0.293
H -5.6607 1.8528 -7.0864 0.013 0.007 -0.007 0.386
H -5.1354 0.6303 -5.9061 -0.021 0.032 0.012 0.334
Br -1.6930 4.2448 4.0644 -0.027 0.049 0.127 -0.107
C -3.6078 4.0842 3.7843 -0.010 -0.003 0.130 -0.268
C -4.3603 3.8921 5.0726 0.027 0.053 0.043 -0.604
Br -4.1102 2.1105 5.8151 -0.021 -0.003 0.016 -0.161
H -3.7531 3.2553 3.1017 -0.023 0.042 -0.088 0.100
H -3.9222 5.0054 3.2994 0.017 0.035 0.020 0.391
H -5.4285 3.9940 4.8946 -0.009 -0.037 0.018 0.386
H -4.0473 4.5856 5.8470 -0.024 0.017 -0.011 0.399
```
Forces are in eV/Å.

* Kohn-Sham gap: 8.74 eV
* total energy: -28134.36707 a.u.
* maximum force: 3.06 eV Å⁻¹
* total charge: 0